91
Properties=species:S:1:pos:R:3 method="wB97M-V/def2-TZVPD" energy_ev=-84946.913 homo_lumo_gap_ev=5.86 charge=-1 de_lowest_kj_mol=0.0 multiplicity=1 fmax_ev_per_a=2.341
Sn -0.22406 0.89058 0.63830
C 4.60407 -1.20203 4.85146
C 5.29567 -0.39732 3.95985
C 4.63278 0.37175 3.00274
C 3.24710 0.25557 2.86941
C 2.52858 -0.52709 3.75818
C 3.20648 -1.25075 4.72777
P 2.26402 1.34188 1.79786
C 3.36829 2.12395 0.58772
C 3.28203 3.49241 0.36999
C 4.14492 4.10528 -0.55772
C 5.05706 3.31760 -1.29423
C 5.09051 1.95264 -1.08676
C 4.26442 1.34875 -0.15433
C 1.63118 2.69243 2.81335
C 2.51056 3.24428 3.74497
C 2.17148 4.34115 4.50796
C 0.86764 4.83009 4.43948
C -0.07930 4.28645 3.54902
C -1.42254 4.75183 3.51091
C -2.28467 4.28414 2.55947
C -1.89580 3.24681 1.65845
C -0.64429 2.72801 1.73317
C 0.31566 3.21721 2.68051
H 5.13903 -1.82369 5.56013
H 6.37705 -0.29878 3.94340
H 5.17095 1.10646 2.37011
H 1.44327 -0.58178 3.64298
H 2.64458 -1.89181 5.40853
H 2.53532 4.07441 0.90449
H 4.04433 5.15919 -0.73751
H 5.75585 3.74198 -1.99300
H 5.76650 1.36728 -1.68056
H 4.33287 0.25091 0.02338
H 3.51608 2.83910 3.75608
H 2.86010 4.82253 5.14506
H 0.57032 5.67883 5.08135
H -1.80490 5.51423 4.20137
H -3.26794 4.72993 2.42580
H -2.60445 2.90114 0.93430
O 1.08952 2.90487 -1.71383
C -0.11159 3.07656 -2.04359
C -0.51722 4.25843 -2.88932
C -1.97919 3.97538 -3.18020
C -2.23793 2.65649 -2.41633
O -3.31699 2.10856 -2.57942
N -1.17266 2.26521 -1.68732
H 0.13385 4.24549 -3.75841
H -0.37702 5.20036 -2.39175
H -2.24141 3.80003 -4.23528
H -2.65515 4.73486 -2.79417
C -6.56479 -3.66986 0.81247
C -5.59345 -4.47298 0.01957
C -5.85340 -4.77448 -1.31924
C -4.88957 -5.40430 -2.11337
C -3.61234 -5.66129 -1.60891
N -2.66116 -6.24646 -2.48346
C -1.31017 -6.04718 -2.59032
O -0.58010 -6.93867 -3.02652
N -0.80969 -4.79446 -2.20103
C -1.35877 -3.49419 -2.22421
C -2.17257 -3.03129 -3.27857
C -2.53834 -1.71213 -3.29243
C -2.20137 -0.88652 -2.20629
N -1.51004 -1.34107 -1.17323
C -1.08038 -2.61049 -1.13281
C -3.31565 -5.32391 -0.27794
C -4.34086 -4.83489 0.53409
H -7.58306 -3.92149 0.52418
H -6.40854 -2.60266 0.58508
H -6.41669 -3.80518 1.88801
H -6.86241 -4.64879 -1.73290
H -5.11063 -5.69316 -3.16011
H -2.92765 -7.13232 -2.88639
H 0.21587 -4.80938 -2.27846
H -2.46799 -3.68633 -4.10438
H -3.17784 -1.26570 -4.07242
H -2.50444 0.14955 -2.21981
H -0.55486 -2.93851 -0.24257
H -2.30618 -5.41025 0.13060
H -4.18351 -4.72168 1.60489
Cl -0.81206 -0.89686 2.26056
C 2.90856 -1.65415 -2.50731
C 1.84862 -0.57626 -2.76466
O 1.58382 0.18612 -1.60846
H 3.10763 -2.22773 -3.44176
H 2.57801 -2.32496 -1.70181
H 3.85912 -1.19199 -2.20033
H 0.92359 -1.10296 -3.04499
H 2.18578 0.09121 -3.57681
H 1.47259 1.16578 -1.85181